(1)
45
Properties=species:S:1:pos:R:3:mulliken_spin:R:1 method="wB97M-V/def2-TZVPD" de_lowest_kj_mol=0.0 spin_multiplicity=3 total_charge=-2 homo_energy_ev="-0.594 / -0.890" lumo_energy_ev="4.66 / 4.63"
W -0.0577 -0.0718 -0.2261 1.709
Cl -2.2840 -0.4379 0.2633 0.124
Cl -3.5706 -3.7558 0.2005 0.002
Cl 0.3833 -2.2479 0.4447 0.041
Si -0.0007 -0.0029 3.4889 0.005
O 0.0497 -0.0907 1.9456 -0.014
O -0.4292 1.7273 0.7475 -0.002
C 2.8675 -0.2236 -2.2246 0.012
C -1.5309 -0.8854 4.1587 0.001
C -2.0768 -1.1888 -2.7785 0.000
C -0.8404 -0.4825 -2.4318 0.001
C -0.7153 0.9400 -2.1950 -0.063
C 0.7637 -2.4691 -2.7341 -0.005
C 0.4533 -1.0604 -2.4403 -0.107
C -0.0014 1.7648 4.1703 0.000
C -1.7779 1.9357 -2.2163 -0.014
C 1.3236 2.5367 -1.8834 -0.007
C 0.7225 1.2195 -2.0362 0.095
C 1.5296 -0.8852 4.1622 -0.001
C 1.4185 -0.0428 -2.1821 0.203
H -2.1214 -1.3737 -3.8587 0.000
H -1.5303 -0.8874 5.2628 -0.001
H 2.2471 2.4889 -1.2866 0.001
H 1.5280 -0.8862 5.2659 0.000
H 3.2112 -0.3007 -3.2686 0.001
H 0.8338 -2.6321 -3.8191 -0.001
H 3.1798 -1.1442 -1.7054 0.014
H -2.1447 -2.1644 -2.2646 -0.001
H 1.7205 -2.7791 -2.2887 -0.001
H 1.5852 2.9531 -2.8692 0.001
H -1.9855 2.2524 -3.2497 0.002
H -2.9714 -0.6186 -2.4913 0.002
H 0.4158 1.9781 1.1752 0.004
H 3.4020 0.6136 -1.7554 0.004
H 0.6449 3.2453 -1.3930 0.000
H 1.5258 -1.9161 3.7964 0.000
H -0.0117 -3.1450 -2.3445 0.001
H -0.8968 2.2804 3.8095 0.000
H -2.7085 1.5326 -1.7906 -0.004
H -2.4222 -0.3652 3.7947 0.001
H 0.8966 2.2812 3.8148 0.000
H -1.5176 2.8298 -1.6343 0.000
H -0.0029 1.7587 5.2755 0.000
H -1.5271 -1.9156 3.7904 0.000
H 2.4226 -0.3650 3.8009 0.000

(2)
43
Properties=species:S:1:pos:R:3:mulliken_spin:R:1 method="wB97M-V/def2-TZVPD" de_lowest_kj_mol=0.0 spin_multiplicity=2 homo_energy_ev="-6.848 / -7.628" lumo_energy_ev="-0.05 / -0.97"
Sn 1.2843 0.0940 0.0542 0.607
Ti 2.1935 0.1204 -2.7841 0.012
Cl 2.0291 2.2911 -2.1895 0.051
Si -1.8204 1.1979 -0.0318 0.002
N -0.8328 -0.1239 0.6187 0.045
C -0.5254 -2.0882 1.9766 0.028
C -1.0276 -2.0018 4.3404 0.023
C 4.0790 -0.2767 -3.4236 0.008
C -3.6001 0.8492 0.3643 0.000
C -1.6952 -0.7853 4.1613 -0.010
C 1.7971 -1.3979 -1.4651 0.122
C -1.0885 -0.7982 1.8090 -0.005
C -0.4439 -2.6501 3.2446 -0.015
C -1.1753 2.7961 0.6838 0.005
C 0.8534 -0.2775 -4.2450 0.004
C 2.4043 0.1292 1.8889 0.105
C -1.6654 1.2773 -1.8905 0.016
C -1.7533 -0.1862 2.9045 0.026
H 4.0138 -0.8646 -4.3540 0.000
H 3.0677 1.0060 1.8324 -0.002
H 1.4034 -0.8526 -5.0090 0.000
H -3.8209 0.8072 1.4366 0.000
H 2.9987 -0.7892 1.9600 0.004
H -2.2601 0.7741 2.7774 0.003
H 4.6244 -0.8495 -2.6578 -0.001
H 0.0235 -0.8827 -3.8553 0.000
H 0.9009 -1.9916 -1.6690 -0.010
H 1.7205 0.2203 2.7401 -0.010
H -2.1648 -0.2868 5.0101 0.000
H -0.9695 -2.4507 5.3337 0.002
H -0.1541 3.0218 0.3428 -0.003
H 0.0810 -3.5956 3.3792 -0.001
H 4.5993 0.6767 -3.6264 -0.001
H -3.8981 -0.1122 -0.0763 0.000
H -0.1224 -2.5977 1.0995 -0.007
H -1.1789 2.7723 1.7829 -0.001
H -2.4607 1.9393 -2.2699 0.001
H -4.2227 1.6356 -0.0839 0.000
H -0.7059 1.6890 -2.2283 -0.008
H -1.8346 3.6178 0.3605 0.001
H 2.6744 -2.0032 -1.1897 0.007
H 0.4700 0.6527 -4.6928 -0.001
H -1.7977 0.2942 -2.3600 0.003

(3)
47
Properties=species:S:1:pos:R:3:mulliken_spin:R:1 method="wB97M-V/def2-TZVPD" de_lowest_kj_mol=35.5 spin_multiplicity=4 total_charge=+2 homo_energy_ev="-16.331 / -16.398" lumo_energy_ev="-7.60 / -6.77"
Cr 0.3207 -0.0554 0.2368 3.034
O 0.7457 2.2957 -0.3703 0.014
O 2.1452 0.2128 -0.0562 -0.017
O 0.1118 -0.0670 -1.7415 -0.028
O 1.3883 -1.8033 0.3600 -0.039
O -1.4922 1.4153 0.2335 0.007
O 0.1711 -0.4524 2.2624 0.003
O -1.6128 -1.1170 0.3665 -0.011
O 2.5079 -2.7312 -2.1807 0.001
C -2.6990 -0.4762 -0.3343 0.005
C 1.9435 -1.9684 1.7074 0.008
C 0.7368 -1.2386 -2.3367 -0.005
C 1.1522 2.1601 -1.7379 -0.006
C 0.2252 1.2092 -2.4578 0.016
C 2.1932 -1.3876 -1.9152 0.013
C -1.9311 -1.4810 1.7270 0.005
C -0.2076 3.3382 -0.1373 0.008
C -1.2272 -0.5229 2.6639 0.006
C 0.8985 -1.6281 2.7297 0.003
C -1.2907 2.7461 0.7375 0.005
C -2.8362 0.9302 0.1973 0.001
C 2.4121 -1.0802 -0.4370 -0.004
H 0.5882 1.0055 -3.4647 -0.001
H 2.7926 -1.2957 1.8053 -0.002
H 3.3565 -2.8119 -2.6295 0.000
H -0.7927 1.5915 -2.5152 -0.002
H -2.4178 -0.4788 -1.3843 -0.001
H -0.6250 3.6837 -1.0840 -0.001
H 0.1917 -2.4417 2.8742 -0.002
H 2.1747 1.7992 -1.7262 0.001
H -3.0087 -1.4691 1.8917 0.001
H 2.8352 -0.6897 -2.4619 0.000
H -2.2106 3.3258 0.6651 0.003
H -3.6138 -1.0548 -0.2111 0.002
H 3.4067 -1.4262 -0.1437 0.001
H -0.9873 2.6934 1.7861 -0.007
H 2.2717 -3.0017 1.8074 -0.002
H 0.2815 4.1761 0.3599 0.001
H -3.2827 0.9613 1.1951 -0.002
H -1.5877 -2.5054 1.8575 -0.003
H -1.2914 -0.8468 3.7026 0.001
H 1.1341 3.1262 -2.2458 0.001
H -1.6052 0.4919 2.5912 -0.007
H -3.4447 1.5413 -0.4722 0.002
H 0.6384 -1.1788 -3.4183 0.004
H 1.3665 -1.3923 3.6849 0.000
H 0.1742 -2.1013 -1.9814 -0.006

(4)
47
Properties=species:S:1:pos:R:3:nbo_charge:R:1 method="wB97M-V/def2-TZVPD" total_charge=+1 homo_energy_ev=-12.715 lumo_energy_ev=-3.22
S -3.9249 -0.1705 0.1695 2.304
F -2.2442 -0.2223 0.4549 -0.513
F -6.5582 -3.4794 1.0673 -0.313
O -4.3025 1.2755 0.0406 -0.826
O -4.5806 -4.3826 0.1230 -0.497
O -4.1870 -0.8326 -1.1755 -0.829
O -7.4557 -1.2167 2.7862 -0.463
N -4.8411 -1.0579 1.3251 -0.568
N 1.8637 0.4242 -0.3133 -0.214
C 1.6891 0.4312 -1.8224 -0.222
C 1.2159 2.6666 -0.9512 -0.429
C 1.5191 1.8900 -2.2267 -0.434
C 5.3339 -0.6269 -1.8046 -0.617
C -4.2454 -2.4153 1.5855 -0.356
C -6.4406 -0.7534 3.3638 0.392
C 1.2476 -0.8495 0.2537 -0.396
C 4.3219 1.3574 -0.5025 -0.436
C 3.3001 0.4818 0.2211 -0.210
C 1.0254 1.6226 0.1319 -0.213
C 4.9326 0.8420 -1.8132 -0.403
C -5.1572 -3.5392 0.8604 0.864
C -5.0818 -0.2872 2.5870 -0.359
H 2.0410 3.3361 -0.6997 0.223
H 4.4776 -1.2858 -1.6384 0.183
H 2.4138 2.2871 -2.7105 0.233
H -5.2324 0.8395 2.3834 0.285
H 3.9491 2.3728 -0.6501 0.221
H 0.7658 -0.1094 -2.0503 0.232
H 0.2024 -0.9081 -0.0555 0.236
H 6.0807 -0.8253 -1.0312 0.218
H -6.4862 -0.6104 4.5161 0.158
H 3.2134 0.8240 1.2567 0.227
H 4.2597 1.0249 -2.6541 0.192
H 5.7654 -0.9005 -2.7708 0.238
H -4.2293 -0.3797 3.3620 0.208
H 0.3298 3.2956 -1.0584 0.252
H 2.5089 -0.1025 -2.2999 0.243
H 5.8242 1.4405 -2.0279 0.232
H -3.2140 -2.4772 1.0583 0.261
H 0.7068 1.9891 -2.9508 0.247
H 1.8031 -1.7004 -0.1408 0.230
H -4.0648 -2.6349 2.7037 0.255
H 5.1613 1.4705 0.1958 0.244
H -0.0215 1.3012 0.1594 0.232
H 3.6659 -0.5457 0.2744 0.229
H 1.3317 1.9466 1.1263 0.234
H 1.3172 -0.8060 1.3421 0.229

What did the first record say?
45
Properties=species:S:1:pos:R:3:mulliken_spin:R:1 method="wB97M-V/def2-TZVPD" de_lowest_kj_mol=0.0 spin_multiplicity=3 total_charge=-2 homo_energy_ev="-0.594 / -0.890" lumo_energy_ev="4.66 / 4.63"
W -0.0577 -0.0718 -0.2261 1.709
Cl -2.2840 -0.4379 0.2633 0.124
Cl -3.5706 -3.7558 0.2005 0.002
Cl 0.3833 -2.2479 0.4447 0.041
Si -0.0007 -0.0029 3.4889 0.005
O 0.0497 -0.0907 1.9456 -0.014
O -0.4292 1.7273 0.7475 -0.002
C 2.8675 -0.2236 -2.2246 0.012
C -1.5309 -0.8854 4.1587 0.001
C -2.0768 -1.1888 -2.7785 0.000
C -0.8404 -0.4825 -2.4318 0.001
C -0.7153 0.9400 -2.1950 -0.063
C 0.7637 -2.4691 -2.7341 -0.005
C 0.4533 -1.0604 -2.4403 -0.107
C -0.0014 1.7648 4.1703 0.000
C -1.7779 1.9357 -2.2163 -0.014
C 1.3236 2.5367 -1.8834 -0.007
C 0.7225 1.2195 -2.0362 0.095
C 1.5296 -0.8852 4.1622 -0.001
C 1.4185 -0.0428 -2.1821 0.203
H -2.1214 -1.3737 -3.8587 0.000
H -1.5303 -0.8874 5.2628 -0.001
H 2.2471 2.4889 -1.2866 0.001
H 1.5280 -0.8862 5.2659 0.000
H 3.2112 -0.3007 -3.2686 0.001
H 0.8338 -2.6321 -3.8191 -0.001
H 3.1798 -1.1442 -1.7054 0.014
H -2.1447 -2.1644 -2.2646 -0.001
H 1.7205 -2.7791 -2.2887 -0.001
H 1.5852 2.9531 -2.8692 0.001
H -1.9855 2.2524 -3.2497 0.002
H -2.9714 -0.6186 -2.4913 0.002
H 0.4158 1.9781 1.1752 0.004
H 3.4020 0.6136 -1.7554 0.004
H 0.6449 3.2453 -1.3930 0.000
H 1.5258 -1.9161 3.7964 0.000
H -0.0117 -3.1450 -2.3445 0.001
H -0.8968 2.2804 3.8095 0.000
H -2.7085 1.5326 -1.7906 -0.004
H -2.4222 -0.3652 3.7947 0.001
H 0.8966 2.2812 3.8148 0.000
H -1.5176 2.8298 -1.6343 0.000
H -0.0029 1.7587 5.2755 0.000
H -1.5271 -1.9156 3.7904 0.000
H 2.4226 -0.3650 3.8009 0.000